Record 1
Molecular formula: C18H36Br18
Method: DFT, ωB97M-V/def2-TZVPD

Cartesian coordinates (Å):
1 Br 9.334 14.987 -13.375
2 C 8.689 14.468 -11.569
3 C 7.452 15.180 -11.229
4 Br 6.796 14.424 -9.471
5 H 9.537 14.770 -10.954
6 H 8.572 13.389 -11.476
7 H 6.699 14.971 -11.990
8 H 7.588 16.246 -11.050
9 Br 12.827 13.269 -5.819
10 C 11.981 12.401 -7.488
11 C 10.650 13.166 -7.808
12 Br 10.947 14.952 -8.690
13 H 11.858 11.351 -7.223
14 H 12.769 12.415 -8.240
15 H 10.091 13.237 -6.875
16 H 10.076 12.528 -8.480
17 Br 13.040 11.429 -11.988
18 C 12.766 13.341 -12.401
19 C 13.971 13.956 -13.184
20 Br 13.551 15.975 -13.053
21 H 12.690 13.644 -11.357
22 H 11.745 13.388 -12.780
23 H 13.974 13.714 -14.247
24 H 14.975 13.765 -12.807
25 Br 9.280 18.615 -16.276
26 C 9.845 18.437 -14.399
27 C 10.790 19.557 -13.963
28 Br 11.593 19.326 -12.201
29 H 10.370 17.483 -14.348
30 H 8.961 18.168 -13.820
31 H 10.332 20.544 -13.890
32 H 11.557 19.530 -14.737
33 Br 4.536 17.142 -5.368
34 C 5.633 17.170 -7.133
35 C 7.152 17.211 -6.777
36 Br 7.810 15.593 -5.892
37 H 5.175 18.001 -7.670
38 H 5.398 16.311 -7.763
39 H 7.451 18.096 -6.216
40 H 7.584 17.219 -7.778
41 Br 3.036 14.890 -7.596
42 C 4.317 13.422 -7.370
43 C 3.770 12.130 -6.740
44 Br 5.228 10.742 -6.567
45 H 5.169 13.663 -6.735
46 H 4.673 13.046 -8.329
47 H 2.958 11.795 -7.385
48 H 3.383 12.208 -5.724
49 Br 2.807 12.191 -12.026
50 C 2.586 14.009 -11.314
51 C 3.866 14.840 -11.551
52 Br 3.464 16.730 -11.058
53 H 2.098 14.063 -10.341
54 H 1.859 14.433 -12.007
55 H 4.058 14.896 -12.623
56 H 4.717 14.496 -10.963
57 Br 5.187 19.661 -15.652
58 C 5.364 18.976 -13.773
59 C 6.476 19.641 -13.028
60 Br 6.924 18.764 -11.230
61 H 5.442 17.890 -13.816
62 H 4.480 19.051 -13.139
63 H 6.087 20.619 -12.743
64 H 7.393 19.830 -13.585
65 Br 9.962 8.159 -13.137
66 C 10.472 8.555 -11.318
67 C 9.493 9.557 -10.696
68 Br 9.805 9.582 -8.708
69 H 11.504 8.902 -11.288
70 H 10.474 7.533 -10.938
71 H 8.467 9.201 -10.796
72 H 9.469 10.583 -11.064

Properties
net charge: +1
electronic energy: -1280004.59159 eV
HOMO energy (spin up / spin down): -0.4367 / -0.4367 hartree
energy relative to the best compared isomer or geometry (same formula, charge and spin): 11.6 kcal/mol
multiplicity: 2

---

Record 2
Molecular formula: C18H36BrFN4O5
Method: DFT, ωB97M-V/def2-TZVPD

Cartesian coordinates (Å):
1 C 2.917 0.825 -0.001
2 C 1.847 0.746 -0.533
3 N 0.636 0.656 -1.145
4 C 0.052 2.023 -1.240
5 C -1.351 2.094 -1.854
6 C -2.414 2.609 -0.870
7 C -3.110 1.541 -0.037
8 O -4.427 2.018 0.248
9 C -0.215 -0.293 -0.415
10 C 0.257 -1.739 -0.506
11 F 1.180 -2.028 0.482
12 O 0.817 -2.011 -1.745
13 C 0.527 -3.271 -2.229
14 Br -1.199 -3.325 -3.161
15 H 3.819 0.962 0.539
16 H 0.088 2.506 -0.259
17 H 0.734 2.582 -1.878
18 H -1.669 1.123 -2.228
19 H -1.335 2.769 -2.703
20 H -3.205 3.139 -1.395
21 H -1.960 3.331 -0.190
22 H -2.587 1.363 0.904
23 H -3.177 0.610 -0.606
24 H -4.828 1.450 0.913
25 H -1.218 -0.286 -0.823
26 H -0.230 -0.034 0.650
27 H -0.605 -2.390 -0.338
28 H 0.462 -4.019 -1.445
29 H 1.269 -3.564 -2.960
30 C -1.125 7.402 -2.304
31 N -1.671 6.284 -3.046
32 C -3.096 6.007 -2.971
33 C -0.902 5.492 -3.817
34 O -1.312 4.537 -4.449
35 H -1.300 7.274 -1.234
36 H -1.587 8.338 -2.624
37 H -0.053 7.466 -2.476
38 H -3.269 5.004 -2.582
39 H -3.547 6.066 -3.961
40 H -3.566 6.734 -2.313
41 H 0.159 5.795 -3.825
42 C 0.888 -1.588 3.563
43 N 0.782 -0.673 4.682
44 C 0.664 -1.196 6.031
45 C 0.790 0.664 4.512
46 O 0.702 1.474 5.414
47 H 0.006 -2.230 3.507
48 H 1.774 -2.219 3.666
49 H 0.971 -1.028 2.637
50 H -0.264 -0.858 6.492
51 H 1.492 -0.848 6.649
52 H 0.673 -2.283 5.992
53 H 0.887 0.963 3.453
54 C 3.225 -7.513 0.637
55 N 2.418 -6.348 0.339
56 C 3.066 -5.134 -0.130
57 C 1.081 -6.348 0.486
58 O 0.363 -5.391 0.259
59 H 3.948 -7.288 1.423
60 H 3.766 -7.843 -0.252
61 H 2.584 -8.325 0.975
62 H 2.860 -4.303 0.545
63 H 2.698 -4.863 -1.119
64 H 4.139 -5.301 -0.184
65 H 0.683 -7.309 0.852

Properties
electronic energy: -108204.92500 eV
HOMO energy: -0.3182 hartree
SMILES string: C#CN(CCCCO)C[C@H](F)OCBr.CN(C)C=O.CN(C)C=O.CN(C)C=O

---

Record 3
Molecular formula: C18H36BrI2N4O5
Method: DFT, ωB97M-V/def2-TZVPD

Cartesian coordinates (Å):
1 O -3.426 -5.764 -0.847
2 C -3.704 -5.125 -1.813
3 O -2.833 -4.406 -2.571
4 C -5.135 -5.036 -2.290
5 C -5.773 -6.246 -2.563
6 C -7.063 -6.236 -3.009
7 N -7.724 -5.070 -3.171
8 I -9.660 -5.253 -3.889
9 C -7.143 -3.879 -2.876
10 Br -8.143 -2.350 -3.111
11 C -5.825 -3.836 -2.419
12 I -4.946 -2.048 -1.864
13 H -2.338 -4.978 -3.173
14 H -5.255 -7.183 -2.423
15 H -7.601 -7.139 -3.243
16 C -3.806 0.364 1.178
17 C -2.760 0.874 0.194
18 C -1.511 1.464 0.857
19 O -1.699 2.751 1.402
20 C -2.202 2.799 2.723
21 N -3.405 1.793 -0.747
22 H -4.343 1.178 1.664
23 H -4.547 -0.226 0.639
24 H -3.357 -0.263 1.950
25 H -2.410 0.017 -0.394
26 H -0.738 1.579 0.092
27 H -1.119 0.781 1.623
28 H -1.824 1.963 3.319
29 H -3.294 2.810 2.767
30 H -1.843 3.729 3.164
31 H -2.748 2.053 -1.476
32 H -3.606 2.660 -0.257
33 C 2.182 2.647 1.163
34 C 2.078 1.533 2.199
35 C 1.424 1.971 3.515
36 O 2.252 2.722 4.375
37 C 2.319 4.109 4.102
38 N 3.397 0.924 2.403
39 H 2.983 3.348 1.405
40 H 2.399 2.228 0.180
41 H 1.245 3.206 1.103
42 H 1.424 0.758 1.782
43 H 1.157 1.074 4.082
44 H 0.497 2.521 3.307
45 H 1.354 4.488 3.750
46 H 3.084 4.348 3.360
47 H 2.574 4.610 5.035
48 H 3.308 0.118 3.016
49 H 3.956 1.586 2.935
50 C 5.635 1.956 -1.206
51 C 4.883 0.715 -0.737
52 C 5.665 -0.589 -0.908
53 O 5.731 -1.077 -2.236
54 C 6.765 -0.535 -3.032
55 N 3.577 0.667 -1.406
56 H 5.665 2.029 -2.294
57 H 5.138 2.853 -0.836
58 H 6.662 1.959 -0.836
59 H 4.695 0.826 0.333
60 H 5.154 -1.370 -0.338
61 H 6.678 -0.490 -0.496
62 H 7.665 -0.352 -2.438
63 H 6.467 0.398 -3.518
64 H 6.998 -1.266 -3.805
65 H 3.036 -0.101 -1.019
66 H 3.739 0.408 -2.375

Properties
net charge: +1
electronic energy: -121681.91587 eV
HOMO energy: -0.3735 hartree

---

Record 4
Molecular formula: C18H36Cl18
Method: DFT, ωB97M-V/def2-TZVPD

Cartesian coordinates (Å):
1 Cl 1.624 4.134 -2.508
2 C 1.268 3.760 -4.187
3 C 0.343 4.809 -4.814
4 Cl -1.229 4.868 -4.038
5 H 0.640 2.869 -4.186
6 H 2.235 3.522 -4.630
7 H 0.208 4.475 -5.842
8 H 0.815 5.790 -4.751
9 Cl -4.687 -5.419 -5.369
10 C -4.646 -5.975 -3.652
11 C -5.028 -7.490 -3.535
12 Cl -3.777 -8.509 -4.284
13 H -5.423 -5.388 -3.163
14 H -3.691 -5.758 -3.172
15 H -5.998 -7.654 -4.004
16 H -5.147 -7.763 -2.486
17 Cl -7.686 5.521 0.490
18 C -6.102 5.811 -0.276
19 C -5.545 7.192 0.083
20 Cl -6.634 8.544 -0.275
21 H -6.221 5.674 -1.351
22 H -5.518 4.980 0.118
23 H -4.659 7.294 -0.545
24 H -5.319 7.186 1.149
25 Cl -2.386 1.025 -0.171
26 C -0.859 0.254 0.411
27 C -0.177 -0.479 -0.747
28 Cl -1.071 -2.008 -1.236
29 H -1.002 -0.321 1.326
30 H -0.174 1.045 0.717
31 H 0.857 -0.773 -0.569
32 H -0.123 0.202 -1.596
33 Cl 4.306 -0.072 -4.563
34 C 5.802 0.558 -3.773
35 C 6.118 -0.217 -2.467
36 Cl 4.878 0.104 -1.213
37 H 5.616 1.612 -3.567
38 H 6.582 0.499 -4.532
39 H 7.066 0.158 -2.080
40 H 6.160 -1.291 -2.642
41 Cl -3.233 -0.151 8.258
42 C -1.538 0.331 8.397
43 C -0.749 0.128 7.100
44 Cl -1.243 1.218 5.800
45 H -1.215 -0.450 9.086
46 H -1.386 1.354 8.742
47 H -0.991 -0.852 6.689
48 H 0.329 0.260 7.189
49 Cl 1.256 5.668 5.149
50 C 0.394 6.700 4.020
51 C 0.361 6.063 2.692
52 Cl -0.750 6.952 1.508
53 H 0.909 7.658 4.087
54 H -0.570 6.893 4.491
55 H 0.005 5.034 2.732
56 H 1.367 6.234 2.307
57 Cl 5.815 -2.770 2.830
58 C 4.693 -4.036 3.572
59 C 3.350 -3.846 2.872
60 Cl 2.498 -2.372 3.377
61 H 4.560 -3.623 4.572
62 H 5.189 -5.005 3.609
63 H 2.749 -4.693 3.202
64 H 3.478 -3.912 1.792
65 Cl 3.153 -5.696 -2.188
66 C 2.295 -7.214 -2.315
67 C 0.940 -6.904 -3.023
68 Cl 1.221 -6.211 -4.634
69 H 2.189 -7.690 -1.340
70 H 2.808 -7.877 -3.013
71 H 0.361 -6.157 -2.480
72 H 0.340 -7.805 -3.149

Properties
electronic energy: -244654.09942 eV
HOMO energy: -0.3862 hartree
energy relative to the best compared isomer or geometry (same formula, charge and spin): 53.9 kcal/mol
SMILES string: ClCCCl.ClCCCl.ClCCCl.ClCCCl.ClCCCl.ClCCCl.ClCCCl.ClCCCl.ClCCCl

---

Record 5
Molecular formula: C18H36Cl4O12
Method: DFT, ωB97M-V/def2-TZVPD

Cartesian coordinates (Å):
1 C 0.767 -21.640 -8.953
2 C 1.598 -20.592 -9.653
3 O 0.676 -19.565 -10.038
4 C 1.100 -18.649 -10.900
5 O 2.189 -18.571 -11.404
6 O 0.094 -17.805 -11.100
7 C 0.369 -16.654 -11.887
8 H -0.034 -21.978 -9.607
9 H 0.273 -21.148 -8.108
10 H 1.358 -22.451 -8.537
11 H 2.181 -20.961 -10.497
12 H 2.326 -20.172 -8.952
13 H -0.573 -16.147 -12.055
14 H 0.810 -16.941 -12.844
15 H 1.070 -15.987 -11.384
16 C 2.986 -18.258 -6.622
17 C 1.920 -17.587 -7.428
18 O 0.661 -18.234 -7.116
19 C -0.428 -17.709 -7.644
20 O -0.532 -16.614 -8.125
21 O -1.427 -18.602 -7.564
22 C -2.700 -18.094 -7.873
23 H 2.587 -18.535 -5.649
24 H 3.814 -17.561 -6.498
25 H 3.373 -19.158 -7.099
26 H 2.071 -17.589 -8.509
27 H 1.775 -16.540 -7.149
28 H -2.980 -17.201 -7.313
29 H -3.412 -18.898 -7.691
30 H -2.828 -17.813 -8.925
31 C -4.488 -21.219 -15.311
32 C -3.049 -21.438 -15.700
33 O -2.737 -20.535 -16.769
34 C -1.521 -20.697 -17.309
35 O -0.740 -21.553 -17.014
36 O -1.248 -19.768 -18.224
37 C -2.270 -18.980 -18.776
38 H -4.660 -20.314 -14.724
39 H -4.886 -22.039 -14.712
40 H -5.108 -21.117 -16.204
41 H -2.914 -22.453 -16.079
42 H -2.373 -21.311 -14.854
43 H -2.897 -18.510 -18.010
44 H -2.983 -19.556 -19.377
45 H -1.883 -18.189 -19.410
46 C -2.569 -22.203 -5.848
47 C -3.485 -22.469 -4.690
48 O -2.731 -23.148 -3.655
49 C -3.412 -23.435 -2.554
50 O -4.580 -23.211 -2.375
51 O -2.571 -23.993 -1.682
52 C -3.157 -24.606 -0.542
53 H -1.699 -21.602 -5.587
54 H -3.155 -21.626 -6.572
55 H -2.249 -23.089 -6.396
56 H -4.303 -23.115 -5.011
57 H -3.883 -21.561 -4.240
58 H -3.216 -25.684 -0.693
59 H -4.138 -24.202 -0.307
60 H -2.503 -24.427 0.311
61 Cl 0.916 -23.809 -12.056
62 C -0.704 -23.694 -12.745
63 Cl -1.898 -24.518 -11.727
64 H -0.974 -22.645 -12.803
65 H -0.736 -24.127 -13.737
66 Cl -2.819 -21.703 -9.364
67 C -2.498 -20.705 -10.775
68 Cl -3.573 -21.032 -12.130
69 H -2.568 -19.650 -10.533
70 H -1.477 -20.900 -11.088

Properties
electronic energy: -93910.21104 eV
HOMO energy: -0.3973 hartree
energy relative to the best compared isomer or geometry (same formula, charge and spin): 0.0 kcal/mol
SMILES string: CCOC(=O)OC.CCOC(=O)OC.CCOC(=O)OC.CCOC(=O)OC.ClCCl.ClCCl

---

Record 6
Molecular formula: C18H36ClNaO22
Method: DFT, ωB97M-V/def2-TZVPD

Cartesian coordinates (Å):
1 Na -1.844 -0.584 1.307
2 Cl -0.992 0.870 -1.940
3 O -0.987 1.232 -0.529
4 O -2.042 -0.105 -2.142
5 O -1.207 2.011 -2.778
6 O 0.311 0.303 -2.229
7 C -3.918 2.301 0.014
8 O -4.915 1.921 0.977
9 C -4.982 0.660 1.330
10 O -4.140 -0.187 1.161
11 O -6.112 0.475 2.023
12 C -6.555 -0.868 2.148
13 H -3.003 2.634 0.497
14 H -4.294 3.159 -0.535
15 H -3.716 1.455 -0.637
16 H -7.641 -0.885 2.068
17 H -6.231 -1.316 3.084
18 H -6.224 -1.486 1.312
19 C 3.520 0.428 -3.490
20 O 4.175 0.288 -2.234
21 C 5.325 0.908 -2.054
22 O 5.916 1.570 -2.857
23 O 5.735 0.642 -0.807
24 C 6.693 1.517 -0.239
25 H 2.613 -0.168 -3.444
26 H 4.149 0.000 -4.273
27 H 3.238 1.452 -3.720
28 H 7.635 1.460 -0.785
29 H 6.846 1.195 0.788
30 H 6.365 2.557 -0.204
31 C -0.420 3.557 1.674
32 O -1.220 3.610 2.862
33 C -1.792 2.490 3.212
34 O -1.709 1.433 2.629
35 O -2.534 2.690 4.298
36 C -3.165 1.555 4.858
37 H -1.022 3.286 0.805
38 H 0.326 2.769 1.745
39 H 0.063 4.519 1.564
40 H -2.480 0.718 4.971
41 H -4.001 1.211 4.234
42 H -3.639 1.863 5.784
43 C 1.540 -2.128 3.194
44 O 1.769 -2.793 1.949
45 C 0.935 -2.516 0.967
46 O 0.123 -1.614 0.954
47 O 1.137 -3.337 -0.009
48 C 0.543 -2.970 -1.255
49 H 2.454 -2.293 3.759
50 H 0.803 -2.721 3.749
51 H 1.239 -1.088 3.134
52 H 0.969 -3.618 -2.011
53 H 0.775 -1.933 -1.521
54 H -0.545 -3.022 -1.208
55 C 3.143 3.175 4.767
56 O 3.509 2.735 3.470
57 C 2.728 1.809 2.917
58 O 1.663 1.430 3.341
59 O 3.332 1.352 1.837
60 C 2.535 0.734 0.834
61 H 2.068 3.210 4.913
62 H 3.574 4.163 4.922
63 H 3.613 2.546 5.528
64 H 3.198 0.489 0.006
65 H 1.706 1.309 0.419
66 H 2.149 -0.212 1.203
67 C -2.360 -5.591 -6.081
68 O -1.389 -4.821 -6.795
69 C -0.976 -3.628 -6.363
70 O -0.335 -2.887 -7.040
71 O -1.376 -3.396 -5.095
72 C -0.785 -2.274 -4.449
73 H -1.882 -6.368 -5.491
74 H -2.975 -6.050 -6.853
75 H -2.980 -4.947 -5.466
76 H -1.474 -1.906 -3.685
77 H -0.658 -1.406 -5.090
78 H 0.107 -2.574 -3.902

Properties
electronic energy: -81228.35802 eV
HOMO energy: -0.3573 hartree
energy relative to the best compared isomer or geometry (same formula, charge and spin): 0.0 kcal/mol

---

Record 7
Molecular formula: C18H36N7O5Ru
Method: DFT, ωB97M-V/def2-TZVPD

Cartesian coordinates (Å):
1 Ru 0.200 -0.875 -0.849
2 C 2.008 -0.156 4.407
3 O 1.175 -0.030 3.236
4 C 1.202 -0.934 2.277
5 O 0.380 -0.810 1.360
6 N 2.092 -1.934 2.358
7 N 2.123 -2.916 1.365
8 H 1.722 0.668 5.052
9 H 3.060 -0.057 4.140
10 H 1.810 -1.098 4.917
11 H 2.776 -1.945 3.098
12 H 2.088 -3.830 1.803
13 H 2.983 -2.830 0.836
14 C -1.141 -0.258 -3.648
15 N -1.682 -0.085 -2.285
16 C -2.149 1.309 -2.146
17 C -2.839 -0.990 -2.085
18 C -2.420 -2.337 -1.547
19 N -1.655 -2.206 -0.289
20 C -1.218 -3.542 0.152
21 C -2.473 -1.593 0.777
22 H -1.860 0.097 -4.393
23 H -0.928 -1.306 -3.843
24 H -0.221 0.318 -3.757
25 H -2.989 1.492 -2.822
26 H -1.349 2.000 -2.398
27 H -2.475 1.495 -1.123
28 H -3.380 -1.119 -3.027
29 H -3.530 -0.511 -1.392
30 H -1.790 -2.867 -2.265
31 H -3.310 -2.954 -1.379
32 H -2.084 -4.166 0.394
33 H -0.588 -3.442 1.032
34 H -0.649 -4.026 -0.640
35 H -3.423 -2.126 0.883
36 H -2.677 -0.545 0.561
37 H -1.929 -1.643 1.716
38 N 4.573 -0.857 -1.685
39 C 3.258 -1.037 -1.576
40 O 2.622 -0.605 -0.599
41 C 2.538 -1.773 -2.682
42 C 1.218 -2.307 -2.162
43 H 5.062 -0.316 -0.990
44 H 5.089 -1.210 -2.474
45 H 3.184 -2.556 -3.091
46 H 2.385 -1.058 -3.498
47 H 1.378 -3.125 -1.453
48 H 0.570 -2.659 -2.964
49 O -2.290 2.849 4.427
50 C -1.723 3.995 3.827
51 N -0.929 3.489 2.732
52 C -0.833 4.130 1.546
53 O -1.326 5.209 1.298
54 C -0.071 3.397 0.472
55 C 0.621 4.132 -0.483
56 C 1.294 3.460 -1.491
57 C 1.219 2.081 -1.534
58 N 0.512 1.373 -0.647
59 C -0.106 2.021 0.347
60 H -2.714 3.105 5.254
61 H -1.100 4.543 4.540
62 H -2.469 4.672 3.409
63 H -0.375 2.669 2.918
64 H 0.616 5.213 -0.422
65 H 1.863 3.992 -2.240
66 H 1.733 1.520 -2.306
67 H -0.659 1.409 1.049

Properties
net charge: +2
electronic energy: -42485.02901 eV
HOMO energy (spin up / spin down): -0.5001 / -0.5282 hartree
energy relative to the best compared isomer or geometry (same formula, charge and spin): 0.0 kcal/mol
multiplicity: 6